[1]
Formula: C3H6N4
Source: the OMol25 dataset
Level of theory: wB97M-V/def2-TZVPD

Geometry as XYZ:
```
13
Properties=species:S:1:pos:R:3:mulliken_charge:R:1
C 0.789 -1.523 0.661 -0.653
N 1.106 -0.007 0.231 -0.806
N -0.102 0.550 -0.231 0.353
C -0.390 0.559 -1.566 0.126
N -1.538 1.259 -1.594 -0.451
N -1.952 1.610 -0.365 -0.356
C -1.006 1.402 0.413 -0.030
H 1.841 -1.817 0.835 0.324
H 0.060 -1.720 1.518 0.255
H 0.638 -2.186 -0.204 0.287
H 1.387 0.700 1.122 0.284
H 0.075 -0.194 -2.284 0.307
H -0.909 1.368 1.463 0.361
```

Results
Max |F|   5.63 eV/A
Total charge   0
Relative energy (zero: lowest compared OMol25 entry of this formula, charge and spin)   91.2 kcal per mole
SMILES string   CNn1cnnc1
Kohn-Sham gap   9.78 eV
Calculated total energy   -336.8039 a.u.



[2]
Formula: C3H6N4
Source: the OMol25 dataset
Level of theory: wB97M-V/def2-TZVPD

Geometry as XYZ:
```
13
Properties=species:S:1:pos:R:3:mulliken_charge:R:1
C -1.074 1.086 0.124 -0.767
N 0.165 0.559 0.461 0.055
C 0.204 -0.504 1.380 0.029
N 0.388 -1.711 0.932 -0.376
N 0.278 -1.947 -0.496 -0.357
C 0.708 -0.962 -1.162 0.043
N 0.920 0.337 -0.676 -0.445
H -1.687 0.430 -0.698 0.235
H -0.975 2.017 -0.500 0.254
H -1.645 1.405 0.958 0.359
H -0.013 -0.402 2.482 0.374
H 0.747 -0.845 -2.239 0.355
H 1.984 0.537 -0.566 0.240
```

Results
Max |F|   5.17 eV/A
Total charge   0
Relative energy (zero: lowest compared OMol25 entry of this formula, charge and spin)   89.2 kcal per mole
SMILES string   CN1C=NN=CN1
Kohn-Sham gap   9.99 eV
Calculated total energy   -336.8071 a.u.



[3]
Formula: C3H6N4
Source: the OMol25 dataset
Level of theory: wB97M-V/def2-TZVPD

Geometry as XYZ:
```
13
Properties=species:S:1:pos:R:3:mulliken_charge:R:1
C -0.227 0.685 1.219 -0.958
C 0.297 -0.287 0.175 1.080
C -0.816 -0.856 -0.741 -1.151
N 1.493 -1.109 0.674 -0.244
N 2.564 -0.616 0.285 -0.315
N 2.238 0.478 -0.411 0.253
N 0.950 0.780 -0.586 -0.492
H -1.028 1.427 1.112 0.317
H 0.563 0.936 1.944 0.311
H -1.491 -0.118 -1.204 0.337
H -1.460 -1.628 -0.232 0.304
H -0.267 -1.286 -1.528 0.314
H 2.868 1.198 -0.379 0.244
```

Results
Max |F|   2.90 eV/A
Total charge   0
Relative energy (zero: lowest compared OMol25 entry of this formula, charge and spin)   126.6 kcal per mole
Kohn-Sham gap (spin up / spin down)   8.37 / 8.17 eV
Calculated total energy   -336.7475 a.u.



[4]
Formula: C3H6N4O
Source: the OMol25 dataset
Level of theory: wB97M-V/def2-TZVPD

Geometry as XYZ:
```
14
Properties=species:S:1:pos:R:3:mulliken_charge:R:1
C -0.364 -1.517 0.305 -0.854
C 0.516 1.748 0.119 -0.124
C 1.080 0.118 1.119 0.489
H -0.900 -2.208 -0.432 0.268
H -1.201 -1.293 1.048 0.319
H 0.270 -2.193 0.914 0.360
H -1.685 0.306 -1.777 0.255
H 0.044 0.370 -2.396 0.278
H 0.364 2.684 -0.094 0.559
N 0.499 -0.352 -0.079 -0.078
N -0.274 0.745 -0.340 0.172
N -0.748 0.658 -1.679 -0.621
N 1.136 1.508 1.145 -0.456
O 1.262 -0.574 2.149 -0.567
```

Results
Max |F|   6.81 eV/A
Total charge   0
Relative energy (zero: lowest compared OMol25 entry of this formula, charge and spin)   99.6 kcal per mole
Kohn-Sham gap   9.87 eV
Calculated total energy   -412.0501 a.u.



[5]
Formula: C3H6N4O
Source: the OMol25 dataset
Level of theory: wB97M-V/def2-TZVPD

Geometry as XYZ:
```
14
Properties=species:S:1:pos:R:3:mulliken_charge:R:1
C 2.297 -0.248 -0.038 -0.967
C 0.740 -0.577 -0.183 0.420
C -1.163 0.589 -0.085 0.225
H 2.404 0.285 -0.948 0.336
H 3.112 -1.274 0.323 0.273
H 2.465 0.332 0.863 0.305
H -2.989 -1.682 0.523 0.391
H -1.586 2.514 0.158 0.176
H 0.596 1.676 -0.238 0.344
N -0.212 -1.533 -0.029 -0.722
N -1.372 -0.815 0.124 0.601
N -2.103 1.531 -0.008 -0.707
N 0.179 0.675 -0.196 -0.175
O -2.368 -1.474 -0.265 -0.498
```

Results
Max |F|   7.31 eV/A
Total charge   0
Relative energy (zero: lowest compared OMol25 entry of this formula, charge and spin)   130.1 kcal per mole
Kohn-Sham gap   8.42 eV
Calculated total energy   -412.0016 a.u.



[6]
Formula: C3H6N4O
Source: the OMol25 dataset
Level of theory: wB97M-V/def2-TZVPD

Geometry as XYZ:
```
14
Properties=species:S:1:pos:R:3:mulliken_charge:R:1
H -2.809 1.077 1.772 0.221
N -2.903 0.046 1.896 -0.632
C -1.942 -0.619 1.404 0.121
N -0.916 -0.191 0.535 -0.218
C 0.124 -0.951 0.255 0.470
O 0.301 -2.056 0.556 -0.574
N 1.104 -0.398 -0.612 0.119
N 0.979 0.874 -1.113 -0.478
C 1.967 1.225 -1.765 -0.323
H -1.777 -1.707 1.598 0.340
H -0.979 0.753 0.115 0.269
H 1.995 -0.870 -0.761 0.263
H 2.903 0.580 -1.707 0.163
H 1.954 2.238 -2.173 0.259
```

Results
Max |F|   5.48 eV/A
Total charge   0
Relative energy (zero: lowest compared OMol25 entry of this formula, charge and spin)   44.3 kcal per mole
SMILES string   [H]/N=C\NC(=O)NN=C
Kohn-Sham gap   10.49 eV
Calculated total energy   -412.1384 a.u.



Among the records above, which one has the highest relative energy (zero: lowest compared OMol25 entry of this formula, charge and spin)?
number 5